No. 1
Here is a molecular structure, C28H33N7O6PPd from OMol25. Energies are from ωB97M-V/def2-TZVPD.

```
76
Properties=species:S:1:pos:R:3:lowdin_spin:R:1
Pd 0.09 0.83 -0.25 1.365
P -1.91 1.89 0.53 0.073
O -1.92 2.29 2.06 0.013
O 0.14 -1.18 0.63 0.095
O -3.37 1.27 0.37 0.037
O -1.96 3.32 -0.17 0.019
O -1.47 -1.15 -1.81 0.069
O 1.01 0.99 1.68 0.189
N 0.52 -1.10 1.89 -0.002
N 1.93 0.12 -1.47 0.238
N -1.81 -5.51 -0.10 0.204
N -3.38 -1.63 1.30 0.196
N 1.06 2.66 -1.08 0.090
N -0.88 -3.23 -2.49 0.026
N 0.98 -0.05 2.42 0.034
C -2.93 4.33 0.24 0.005
C 2.25 2.41 -1.73 0.300
C -3.85 0.82 -0.91 0.005
C 0.08 -3.35 4.80 0.001
C 0.95 3.97 -1.02 0.254
C 6.22 -1.98 -3.18 0.000
C -2.77 -2.21 0.51 0.038
C 5.14 -1.94 -4.05 0.000
C 2.28 -1.29 -1.65 0.025
C -5.06 1.64 -1.31 0.001
C -1.44 -2.35 -1.63 0.039
C -1.96 -4.37 -0.22 0.041
C 0.42 -4.67 2.82 0.001
C 2.67 1.05 -1.93 -0.005
C 0.42 -2.29 2.69 0.002
C -2.05 -2.98 -0.42 0.389
C 3.86 -1.73 -3.55 0.000
C 0.19 -4.59 4.19 -0.001
C 0.54 -3.52 2.06 0.000
C 6.02 -1.82 -1.82 0.000
C -3.11 5.30 -0.90 0.001
C 3.65 -1.56 -2.19 0.002
C -1.32 1.74 4.32 0.000
C 2.09 4.63 -1.65 0.172
C 2.90 3.63 -2.10 0.044
C 0.19 -2.19 4.05 0.000
C -2.04 1.26 3.08 0.001
C 4.74 -1.61 -1.33 0.000
H 4.59 -1.49 -0.26 0.000
H 2.23 5.69 -1.73 0.007
H -0.26 1.89 4.11 0.000
H 0.51 -5.64 2.34 0.000
H -3.49 4.79 -1.79 0.000
H -1.63 0.33 2.70 0.001
H -2.17 5.78 -1.16 0.000
H -1.42 0.99 5.11 0.000
H -3.10 1.10 3.27 0.000
H -3.82 6.07 -0.62 0.000
H 0.09 -1.21 4.51 0.000
H -0.11 -3.28 5.86 0.000
H -1.75 2.67 4.67 0.000
H 0.10 4.44 -0.54 0.012
H 3.02 -1.69 -4.23 0.000
H -0.57 -2.87 -3.38 0.001
H -3.87 3.83 0.49 0.000
H -3.06 0.89 -1.66 0.003
H 6.86 -1.86 -1.14 0.000
H -5.47 1.25 -2.24 0.000
H -2.55 4.81 1.13 0.000
H -4.11 -0.23 -0.79 0.000
H 2.13 -1.75 -0.67 0.007
H 0.10 -5.49 4.77 0.000
H 3.61 0.86 -2.45 -0.003
H 1.51 -1.71 -2.30 0.010
H 3.84 3.71 -2.61 -0.002
H -0.95 -4.22 -2.38 0.000
H 7.22 -2.15 -3.57 0.000
H 0.73 -3.56 1.00 0.000
H -4.79 2.68 -1.47 0.000
H 5.29 -2.07 -5.12 0.000
H -5.83 1.58 -0.54 0.000
```

The value obtained for the LUMO energy (alpha / beta) is -2.5 / -5.5 eV. As for the spin multiplicity: 5. The net charge is +1. As for the expectation value of S²: 6.060.

No. 2
Here is a gas-phase ion, C3H6N5O2 (charge -1) from OMol25. Energies are from ωB97M-V/def2-TZVPD.

```
16
Properties=species:S:1:pos:R:3:mulliken_charge:R:1
O -2.05 2.80 -1.77 -0.689
O -2.26 0.66 -1.48 -0.655
N 1.70 0.17 1.53 -0.587
N 0.98 1.10 0.89 0.362
N -1.61 1.73 -1.35 1.030
N -0.44 1.87 -0.74 -0.716
N 1.58 -1.07 1.57 -0.443
C 0.37 -1.26 -0.62 -0.985
C -0.20 0.84 0.12 0.022
C 0.63 -1.82 0.71 -0.201
H -0.37 -1.79 1.07 0.257
H 0.97 -2.85 0.99 0.328
H 1.16 -1.15 -1.32 0.358
H 1.34 1.95 0.78 0.278
H -1.06 0.30 0.55 0.427
H -0.74 -1.47 -0.95 0.214
```

The value obtained for the LUMO energy (alpha / beta) is 4.1 / 4.1 eV. The net charge is -1.

No. 3
Here is a single CH2F2N2 molecule from OMol25. Energies are from ωB97M-V/def2-TZVPD.

```
7
Properties=species:S:1:pos:R:3:lowdin_spin:R:1
F -1.50 -1.74 -1.05 0.156
F -1.36 0.22 2.15 0.154
N -1.58 -0.51 -0.49 0.799
N -0.67 -0.67 1.40 0.798
C -0.26 -0.16 0.08 0.074
H 0.09 0.93 -0.05 0.015
H 0.64 -0.79 -0.23 0.005
```

The value obtained for the LUMO energy (alpha / beta) is 1.0 / -1.9 eV. As for the spin multiplicity: 3. The net charge is 0. As for the expectation value of S²: 2.009.

No. 4
Here is a molecular structure, C26H40N4O6PPbS2 from OMol25. Energies are from ωB97M-V/def2-TZVPD.

```
80
Properties=species:S:1:pos:R:3:mulliken_charge:R:1
Pb -0.29 -1.26 -0.22 2.131
S 3.11 -1.44 -0.68 1.062
S -2.14 -2.97 1.17 -0.539
P -0.49 0.25 2.63 -0.163
O 2.25 -2.42 0.00 -0.750
O 3.56 -1.87 -2.00 -0.641
O 1.17 4.35 -3.32 -0.495
O -0.78 1.23 -0.32 -0.260
O 2.52 -0.10 -0.65 -0.534
O -2.40 -0.67 -1.53 -0.544
N -0.92 -3.48 -1.55 0.994
N -1.59 -4.55 -1.04 -1.452
N 0.41 -1.41 -2.88 0.594
N -2.85 -5.44 0.60 -0.447
C 1.78 -0.71 -4.71 -0.874
C -1.57 1.30 -2.58 0.431
C 1.03 1.29 2.47 2.071
C -1.46 1.96 -3.82 -0.707
C -0.58 -0.48 4.35 0.762
C 1.12 2.62 3.21 -1.806
C -2.14 -4.36 0.14 0.347
C -1.92 1.44 2.56 1.071
C -0.02 0.33 5.52 -1.616
C 1.73 -1.98 -5.25 -0.561
C -3.15 0.68 2.06 -1.260
C 0.37 -2.65 -3.40 0.777
C -0.38 -3.69 -2.69 -1.027
C 4.59 -1.34 0.31 -1.085
C -0.73 1.73 -1.49 -0.952
C 2.10 4.72 -2.32 -0.752
C 2.27 0.43 2.69 -1.575
C -3.52 -0.07 -3.50 -1.914
C 1.02 -2.97 -4.58 -0.837
C -2.27 2.22 3.83 -1.793
C 0.19 2.79 -1.76 -0.455
C -0.57 2.97 -4.05 -1.183
C -2.46 0.16 -2.44 1.038
C 0.28 3.37 -3.00 1.551
C 0.04 -1.88 4.33 -1.360
C 1.11 -0.48 -3.51 -0.462
H -2.10 1.64 -4.64 0.372
H -2.64 -6.31 0.15 0.237
H 2.74 5.47 -2.77 0.235
H 1.11 -1.83 4.15 0.228
H 2.05 3.13 2.93 0.497
H -1.61 2.14 1.77 0.020
H 5.05 -2.33 0.31 0.358
H -1.43 2.81 4.21 0.319
H -4.22 -0.81 -3.11 0.395
H -0.41 -2.50 3.55 0.181
H 2.33 0.09 -5.18 0.457
H -1.66 -0.60 4.49 0.474
H -2.60 1.55 4.63 0.304
H 0.97 -3.98 -4.96 0.446
H 5.25 -0.61 -0.15 0.306
H 3.16 0.95 2.33 0.550
H -0.22 -0.20 6.46 0.474
H 1.06 0.44 5.44 0.244
H -3.10 2.91 3.62 0.478
H 2.69 3.87 -2.00 0.297
H 1.59 5.15 -1.45 0.299
H -2.96 0.25 1.07 0.125
H 2.43 0.21 3.75 0.145
H 2.20 -0.52 2.15 0.218
H -0.48 3.45 -5.02 0.402
H 1.15 0.49 -3.04 0.522
H -3.06 -0.48 -4.40 0.354
H -3.42 -0.14 2.73 0.269
H -0.11 -2.37 5.29 0.474
H -0.48 -4.66 -3.16 0.236
H 0.99 1.51 1.40 -0.661
H -3.02 -5.45 1.59 0.235
H -0.46 1.32 5.60 0.250
H 4.32 -1.04 1.32 0.263
H 0.29 3.28 2.95 0.377
H -4.01 1.35 1.98 0.431
H 1.13 2.50 4.29 0.212
H -4.05 0.84 -3.77 0.437
H 0.84 3.06 -0.94 0.351
H 2.25 -2.21 -6.17 0.400
```

The value obtained for the LUMO energy is 2.7 eV. The net charge is -1.

Quick rundown of electronic energy, same order as above: -2390.39164 -541.95661 -348.26911 -3015.93097 Eh
Quick rundown of largest force on an atom, same order as above: 0.20 7.04 3.26 0.10 eV/A